1.
Below is a 2-piece molecular cluster, C5H15N2OS overall, with properties calculated with ωB97M-V/def2-TZVPD.

Geometry as ORCA input:
```
! wB97M-V def2-TZVPD RIJCOSX def2/J DEFGRID3
* xyz 0 2
C -1.81 1.61 0.35
C -2.16 1.46 -1.13
S -1.46 2.70 -2.22
C -0.36 1.24 0.64
N -0.06 -0.13 0.26
C 1.39 -0.45 0.53
C 1.91 -1.53 -0.37
N 2.37 -1.08 -1.68
H -2.05 2.64 0.59
H -2.45 0.91 0.91
H -3.25 1.40 -1.30
H -1.83 0.53 -1.60
H 0.27 1.93 0.10
H -0.11 1.39 1.69
H -0.19 -0.26 -0.74
H 1.94 0.49 0.46
H 1.41 -0.76 1.57
H 1.19 -2.33 -0.54
H 2.71 -2.03 0.14
H 2.82 -0.19 -1.72
H 1.74 -1.21 -2.45
H -0.63 -1.68 1.50
H -0.92 -2.20 2.91
O -0.47 -2.44 2.10
*
```

As for the LUMO energy (spin up / spin down): 0.0285 / -0.0749 hartree. As for the HOMO energy (spin up / spin down): -0.338 / -0.333 hartree. The calculation puts the energy above the lowest of the compared OMol25 structures with the same formula, charge and spin at 0.00 kJ/mol. The value obtained for the gap between HOMO and LUMO (spin up / spin down) is 9.96 / 7.03 eV.

2.
Below is C11H7F3N5OPdS6 as an isolated structure, with properties calculated with ωB97M-V/def2-TZVPD.

Geometry as ORCA input:
```
! wB97M-V def2-TZVPD RIJCOSX def2/J DEFGRID3
* xyz -1 1
Pd 0.04 0.15 -0.01
S 0.12 -0.01 2.53
C 1.81 0.00 2.83
C 2.21 0.00 4.17
C 3.53 0.00 4.52
C 4.52 0.01 3.53
C 4.16 -0.01 2.21
C 2.81 -0.02 1.82
S 2.51 -0.12 0.13
H 1.43 0.01 4.92
H 3.81 0.00 5.57
H 5.56 0.01 3.80
H 4.90 0.00 1.43
O -4.94 0.22 -4.93
C -4.09 0.17 -4.08
S -4.42 0.10 -2.35
C -2.75 0.05 -1.77
C -1.77 0.08 -2.75
S -0.10 0.08 -2.58
S -2.36 0.12 -4.42
S -2.56 -0.08 -0.11
F -0.04 2.94 1.18
C 0.01 2.30 -0.03
F -1.08 2.79 -0.72
F 1.09 2.85 -0.67
N 0.52 -5.17 -1.47
N 0.24 -4.13 -0.63
N 0.18 -4.25 0.68
C -0.09 -3.01 1.06
N -0.21 -2.19 0.01
N 0.00 -2.91 -1.06
H 0.21 -6.04 -1.05
H 0.09 -4.99 -2.37
H -0.24 -2.73 2.08
*
```

As for the LUMO energy (spin up / spin down): 0.0288 / 0.0288 hartree. As for the HOMO energy (spin up / spin down): -0.147 / -0.147 hartree. The value obtained for the gap between HOMO and LUMO (spin up / spin down) is 4.77 / 4.77 eV.

3.
Below is C13H6AsCl2F6N4O4S7SeV as an isolated structure, with properties calculated with ωB97M-V/def2-TZVPD.

Geometry as ORCA input:
```
! wB97M-V def2-TZVPD RIJCOSX def2/J DEFGRID3
* xyz -2 3
V -0.22 -2.66 -1.14
Cl -2.14 -5.23 1.39
C -1.90 -3.64 2.20
C -1.65 -3.52 3.51
C -1.60 -2.34 4.15
C -2.03 -1.19 3.43
C -2.32 -1.27 2.09
Cl -3.00 0.18 1.47
C -2.28 -2.50 1.41
S -2.41 -2.60 -0.37
H -1.39 -4.46 4.06
H -1.41 -2.38 5.20
H -2.26 -0.31 3.94
S 3.60 -1.62 -1.25
As 2.63 -3.47 -0.36
S 1.03 -2.69 0.85
S 1.32 -4.32 -1.89
S 4.18 -4.66 0.35
F -1.67 3.03 -0.64
C -0.51 2.81 -1.31
F -0.53 1.60 -1.87
F -0.41 3.74 -2.34
S 0.93 2.79 -0.21
O 0.70 1.62 0.61
O 2.05 2.76 -1.10
N 0.80 4.22 0.46
S 0.54 4.47 2.05
O 0.62 5.90 2.32
O 1.29 3.56 2.88
C -1.28 4.32 2.32
F -1.77 4.76 3.48
F -1.68 3.04 2.28
F -1.87 5.00 1.34
Se -1.34 -1.73 -4.88
N -0.07 -0.51 -5.22
C 0.79 -0.50 -4.25
C 1.92 0.45 -3.97
C 2.58 0.40 -2.81
C 2.22 -0.56 -1.61
N 1.07 -1.39 -1.94
C 0.43 -1.34 -3.10
N -0.69 -2.09 -3.31
H 2.30 1.03 -4.77
H 3.40 1.14 -2.69
H 1.99 0.15 -0.76
*
```

As for the LUMO energy (spin up / spin down): 0.1432 / 0.1432 hartree. As for the HOMO energy (spin up / spin down): -0.117 / -0.119 hartree. The calculation puts the energy above the lowest of the compared OMol25 structures with the same formula, charge and spin at 35.35 kJ/mol. The value obtained for the gap between HOMO and LUMO (spin up / spin down) is 7.07 / 7.14 eV.

4.
Below is a 5-piece molecular cluster, C25H52ClF7N5O14S4 overall, with properties calculated with ωB97M-V/def2-TZVPD.

Geometry as ORCA input:
```
! wB97M-V def2-TZVPD RIJCOSX def2/J DEFGRID3
* xyz 1 1
C -2.75 -3.65 3.05
O -3.17 -3.24 1.73
C -2.17 -3.62 0.77
C -1.79 -2.32 -0.02
C -1.17 -1.19 0.94
C -0.70 -0.02 -0.01
N 0.77 0.07 -0.22
C 1.77 -0.90 -0.31
Cl 1.55 -2.63 -0.16
C 3.04 -0.26 -0.57
C 4.44 -0.91 -0.74
F 5.38 -0.05 -1.25
F 4.30 -1.93 -1.68
C 5.02 -1.57 0.57
F 6.35 -1.85 0.32
F 4.40 -2.78 0.78
C 4.98 -0.65 1.86
F 4.91 0.68 1.59
F 3.98 -1.08 2.68
F 6.15 -0.85 2.54
N 2.69 1.11 -0.64
O 3.62 2.05 -0.92
C 1.36 1.30 -0.43
C 0.69 2.71 -0.49
C 1.21 3.72 0.64
N 1.86 4.89 0.02
N 2.13 2.99 1.58
N 0.01 4.15 1.40
H -3.54 -3.28 3.76
H -2.72 -4.77 3.15
H -1.79 -3.15 3.34
H -2.59 -4.38 0.07
H -1.23 -4.01 1.24
H -1.06 -2.49 -0.86
H -2.71 -1.89 -0.51
H -2.03 -0.84 1.56
H -0.35 -1.65 1.55
H -1.00 0.93 0.50
H -1.24 -0.04 -0.99
H 3.17 2.88 -1.19
H 0.96 3.13 -1.50
H -0.42 2.63 -0.50
H 2.84 4.68 -0.22
H 1.86 5.62 0.73
H 3.10 3.11 1.26
H 2.01 3.43 2.49
H -0.27 3.31 1.93
H 0.35 4.83 2.08
O 1.35 8.07 0.03
S 0.68 9.26 -0.40
O 0.72 9.71 -1.76
O 1.11 10.48 0.56
C 2.51 10.79 0.67
C 3.05 11.46 -0.58
C -1.02 9.18 0.09
H 3.08 9.89 0.92
H 2.61 11.47 1.52
H 3.01 10.78 -1.44
H 4.09 11.76 -0.44
H 2.46 12.33 -0.83
H -1.07 8.88 1.14
H -1.51 8.44 -0.54
H -1.48 10.16 -0.06
O 4.79 -5.03 -6.76
S 4.71 -5.59 -5.44
O 3.67 -5.20 -4.53
O 6.13 -5.41 -4.71
C 6.67 -4.09 -4.59
C 5.93 -3.26 -3.56
C 4.72 -7.35 -5.54
H 6.68 -3.59 -5.56
H 7.71 -4.20 -4.28
H 4.90 -3.08 -3.87
H 6.41 -2.29 -3.43
H 5.90 -3.78 -2.60
H 5.53 -7.66 -6.21
H 3.76 -7.66 -5.95
H 4.85 -7.76 -4.55
O -3.08 2.34 5.68
S -3.23 0.95 5.35
O -3.04 0.48 4.01
O -4.65 0.43 5.88
C -5.84 1.11 5.43
C -6.17 0.80 3.98
C -2.22 -0.01 6.42
H -5.74 2.19 5.59
H -6.66 0.77 6.07
H -5.39 1.18 3.31
H -7.11 1.25 3.69
H -6.23 -0.28 3.83
H -2.38 0.31 7.45
H -1.18 0.15 6.13
H -2.48 -1.07 6.30
O -6.83 -4.15 -3.07
S -6.00 -4.87 -2.14
O -4.57 -4.76 -2.16
O -6.39 -6.43 -2.19
C -6.32 -7.11 -3.44
C -4.89 -7.37 -3.87
C -6.55 -4.53 -0.50
H -6.87 -6.56 -4.21
H -6.83 -8.07 -3.31
H -4.36 -6.44 -4.07
H -4.86 -7.97 -4.79
H -4.34 -7.89 -3.09
H -7.64 -4.65 -0.46
H -6.28 -3.51 -0.27
H -6.06 -5.22 0.19
*
```

As for the LUMO energy: -0.0960 hartree. As for the HOMO energy: -0.440 hartree. The value obtained for the gap between HOMO and LUMO is 9.35 eV.